Entry from the Open Molecules 2025 dataset: a 10-piece molecular cluster, C44H96F6N10O18S6 overall in a non-equilibrium geometry (ωB97M-V/def2-TZVPD).

Bonds (Å) are listed after each position.
CARTESIAN COORDINATES (ANGSTROEM)
1 C 15.981 11.516 -11.891  C2 1.514, H8 1.090, H9 1.090, H10 1.090
2 C 15.532 10.084 -12.088  C1 1.514, O3 1.254, N4 1.532
3 O 15.299 9.551 -13.198  C2 1.254
4 N 15.469 9.198 -10.839  C2 1.532, H5 1.010, H6 1.010, C7 1.587
5 H 15.555 9.691 -9.962  N4 1.010
6 H 14.617 8.655 -10.855  N4 1.010
7 C 16.654 8.171 -10.598  N4 1.587, H11 1.090, H12 1.090, H13 1.090
8 H 16.735 11.920 -12.568  C1 1.090
9 H 16.514 11.512 -10.940  C1 1.090
10 H 15.151 12.209 -11.756  C1 1.090
11 H 16.534 7.880 -9.554  C7 1.090
12 H 17.559 8.773 -10.680  C7 1.090
13 H 16.564 7.386 -11.349  C7 1.090
14 C 20.651 12.120 -14.245  C15 1.543, H21 1.090, H22 1.090, H23 1.090
15 C 21.198 12.317 -15.675  C14 1.543, O16 1.194, N17 1.531
16 O 21.854 11.488 -16.228  C15 1.194
17 N 20.678 13.548 -16.421  C15 1.531, H18 1.010, H19 1.010, C20 1.574
18 H 19.728 13.689 -16.109  N17 1.010
19 H 21.083 14.423 -16.120  N17 1.010
20 C 20.628 13.351 -17.983  N17 1.574, H24 1.090, H25 1.090, H26 1.090
21 H 19.639 12.520 -14.192  C14 1.090
22 H 21.317 12.689 -13.596  C14 1.090
23 H 20.690 11.059 -13.996  C14 1.090
24 H 19.985 14.065 -18.498  C20 1.090
25 H 20.172 12.380 -18.179  C20 1.090
26 H 21.637 13.301 -18.392  C20 1.090
27 C 19.861 18.883 -19.825  C28 1.529, H34 1.090, H35 1.090, H36 1.090
28 C 18.866 17.890 -19.225  C27 1.529, O29 1.189, N30 1.576
29 O 19.094 16.737 -19.043  C28 1.189
30 N 17.386 18.408 -19.065  C28 1.576, H31 1.010, H32 1.010, C33 1.548
31 H 17.246 19.403 -18.970  N30 1.010
32 H 16.922 18.145 -19.923  N30 1.010
33 C 16.678 17.749 -17.857  N30 1.548, H37 1.090, H38 1.090, H39 1.090
34 H 19.745 18.930 -20.908  C27 1.090
35 H 20.899 18.682 -19.561  C27 1.090
36 H 19.595 19.893 -19.515  C27 1.090
37 H 16.518 16.712 -18.153  C33 1.090
38 H 15.771 18.351 -17.805  C33 1.090
39 H 17.397 18.016 -17.083  C33 1.090
40 C 16.038 11.060 -23.776  C41 1.581, H51 1.090, H52 1.090, H53 1.090
41 C 15.643 12.560 -23.467  C40 1.581, C42 1.593, N46 1.478, C50 1.527
42 C 14.348 12.665 -22.545  C41 1.593, C43 1.517, H54 1.090, H55 1.090
43 C 14.635 12.096 -21.168  C42 1.517, C44 1.465, H56 1.090, H57 1.090
44 C 15.633 12.849 -20.404  C43 1.465, C45 1.590, H58 1.090, H59 1.090
45 C 16.984 13.086 -21.207  C44 1.590, N46 1.536, C48 1.553, C49 1.572
46 N 16.730 13.222 -22.716  C41 1.478, C45 1.536, O47 1.371
47 O 17.858 13.560 -23.417  N46 1.371
48 C 17.968 11.918 -20.924  C45 1.553, H60 1.090, H61 1.090, H62 1.090
49 C 17.517 14.455 -20.645  C45 1.572, H63 1.090, H64 1.090, H65 1.090
50 C 15.372 13.341 -24.751  C41 1.527, H66 1.090, H67 1.090, H68 1.090
51 H 16.207 10.522 -22.844  C40 1.090
52 H 16.907 11.059 -24.434  C40 1.090
53 H 15.216 10.597 -24.322  C40 1.090
54 H 13.442 12.215 -22.953  C42 1.090
55 H 13.944 13.670 -22.424  C42 1.090
56 H 14.895 11.038 -21.141  C43 1.090
57 H 13.653 12.045 -20.697  C43 1.090
58 H 15.734 12.338 -19.446  C44 1.090
59 H 15.267 13.859 -20.220  C44 1.090
60 H 18.057 11.773 -19.848  C48 1.090
61 H 18.985 11.975 -21.313  C48 1.090
62 H 17.660 10.945 -21.307  C48 1.090
63 H 18.463 14.894 -20.961  C49 1.090
64 H 17.730 14.434 -19.576  C49 1.090
65 H 16.760 15.194 -20.910  C49 1.090
66 H 14.412 13.072 -25.192  C50 1.090
67 H 16.129 13.189 -25.520  C50 1.090
68 H 15.221 14.412 -24.614  C50 1.090
69 C 18.198 9.848 -15.153  C70 1.562, H80 1.090, H81 1.090, H82 1.090
70 C 18.558 8.484 -15.824  C69 1.562, C71 1.539, N75 1.556, C79 1.533
71 C 17.897 7.320 -15.065  C70 1.539, C72 1.533, H83 1.090, H84 1.090
72 C 16.530 6.820 -15.546  C71 1.533, C73 1.448, H85 1.090, H86 1.090
73 C 16.391 6.612 -16.972  C72 1.448, C74 1.591, H87 1.090, H88 1.090
74 C 16.760 7.948 -17.751  C73 1.591, N75 1.545, C77 1.572, C78 1.535
75 N 18.196 8.335 -17.330  C70 1.556, C74 1.545, O76 1.405
76 O 18.726 9.410 -18.061  N75 1.405
77 C 15.780 9.138 -17.441  C74 1.572, H89 1.090, H90 1.090, H91 1.090
78 C 16.705 7.573 -19.239  C74 1.535, H92 1.090, H93 1.090, H94 1.090
79 C 20.068 8.240 -15.722  C70 1.533, H95 1.090, H96 1.090, H97 1.090
80 H 18.582 9.785 -14.134  C69 1.090
81 H 17.133 10.040 -15.023  C69 1.090
82 H 18.595 10.722 -15.668  C69 1.090
83 H 18.040 7.302 -13.985  C71 1.090
84 H 18.418 6.412 -15.368  C71 1.090
85 H 15.709 7.408 -15.137  C72 1.090
86 H 16.466 5.853 -15.046  C72 1.090
87 H 15.321 6.478 -17.134  C73 1.090
88 H 17.085 5.841 -17.307  C73 1.090
89 H 14.818 9.072 -17.949  C77 1.090
90 H 16.197 10.121 -17.657  C77 1.090
91 H 15.578 9.310 -16.383  C77 1.090
92 H 16.872 8.458 -19.853  C78 1.090
93 H 15.733 7.180 -19.537  C78 1.090
94 H 17.527 6.964 -19.614  C78 1.090
95 H 20.378 7.375 -16.308  C79 1.090
96 H 20.438 8.026 -14.719  C79 1.090
97 H 20.606 9.150 -15.989  C79 1.090
98 C 18.895 15.487 -6.967  C99 1.570, H109 1.090, H110 1.090, H111 1.090
99 C 19.501 15.525 -8.415  C98 1.570, C100 1.561, N104 1.492, C108 1.547
100 C 18.591 14.705 -9.382  C99 1.561, C101 1.547, H112 1.090, H113 1.090
101 C 18.692 15.194 -10.847  C100 1.547, C102 1.523, H114 1.090, H115 1.090
102 C 18.394 16.678 -11.017  C101 1.523, C103 1.542, H116 1.090, H117 1.090
103 C 19.295 17.564 -10.135  C102 1.542, N104 1.528, C106 1.547, C107 1.477
104 N 19.423 16.982 -8.728  C99 1.492, C103 1.528, O105 1.380
105 O 19.908 17.889 -7.807  N104 1.380
106 C 18.625 18.958 -10.099  C103 1.547, H118 1.090, H119 1.090, H120 1.090
107 C 20.640 17.605 -10.744  C103 1.477, H121 1.090, H122 1.090, H123 1.090
108 C 20.991 15.112 -8.470  C99 1.547, H124 1.090, H125 1.090, H126 1.090
109 H 17.919 15.970 -6.910  C98 1.090
110 H 19.372 15.997 -6.130  C98 1.090
111 H 18.819 14.455 -6.625  C98 1.090
112 H 17.532 14.790 -9.140  C100 1.090
113 H 18.820 13.649 -9.237  C100 1.090
114 H 18.157 14.672 -11.640  C101 1.090
115 H 19.719 15.145 -11.207  C101 1.090
116 H 17.349 16.820 -10.740  C102 1.090
117 H 18.543 16.957 -12.060  C102 1.090
118 H 17.576 18.837 -9.831  C106 1.090
119 H 18.610 19.535 -11.024  C106 1.090
120 H 18.976 19.624 -9.310  C106 1.090
121 H 20.629 18.153 -11.686  C107 1.090
122 H 21.210 16.684 -10.869  C107 1.090
123 H 21.307 18.246 -10.169  C107 1.090
124 H 21.270 15.101 -9.524  C108 1.090
125 H 21.170 14.080 -8.167  C108 1.090
126 H 21.637 15.824 -7.956  C108 1.090
127 C 12.801 23.583 -15.849  C128 1.482, H136 1.090, H137 1.090, H138 1.090
128 C 12.332 22.705 -14.752  C127 1.482, C129 1.524, H139 1.090, H140 1.090
129 C 13.410 22.081 -13.873  C128 1.524, N130 1.556, H141 1.090, H142 1.090
130 N 13.149 20.614 -13.424  C129 1.556, C131 1.579, C132 1.548, C135 1.571
131 C 11.804 20.654 -12.598  N130 1.579, H143 1.090, H144 1.090, H145 1.090
132 C 13.128 19.567 -14.564  N130 1.548, C133 1.556, H146 1.090, H147 1.090
133 C 14.576 19.016 -14.709  C132 1.556, C134 1.579, H148 1.090, H149 1.090
134 C 15.378 19.554 -13.458  C133 1.579, C135 1.513, H150 1.090, H151 1.090
135 C 14.301 20.049 -12.518  N130 1.571, C134 1.513, H152 1.090, H153 1.090
136 H 11.994 24.272 -16.095  C127 1.090
137 H 12.837 23.098 -16.824  C127 1.090
138 H 13.683 24.142 -15.535  C127 1.090
139 H 11.620 21.998 -15.178  C128 1.090
140 H 11.668 23.216 -14.055  C128 1.090
141 H 13.855 22.784 -13.169  C129 1.090
142 H 14.205 22.042 -14.617  C129 1.090
143 H 11.884 21.513 -11.930  C131 1.090
144 H 11.755 19.780 -11.949  C131 1.090
145 H 10.897 20.593 -13.199  C131 1.090
146 H 12.506 18.715 -14.287  C132 1.090
147 H 12.893 20.111 -15.479  C132 1.090
148 H 14.631 17.929 -14.758  C133 1.090
149 H 14.887 19.433 -15.666  C133 1.090
150 H 16.035 18.821 -12.991  C134 1.090
151 H 16.063 20.373 -13.673  C134 1.090
152 H 13.835 19.233 -11.967  C135 1.090
153 H 14.759 20.734 -11.805  C135 1.090
154 N 18.071 13.791 -15.772  S155 1.552, S159 1.720
155 S 16.713 13.342 -16.374  N154 1.552, O156 1.460, O157 1.467, F158 1.625, S159 2.390
156 O 15.888 14.293 -17.114  S155 1.460
157 O 16.104 12.170 -15.734  S155 1.467
158 F 17.344 12.581 -17.664  S155 1.625
159 S 17.341 14.820 -14.605  N154 1.720, S155 2.390, O160 1.489, O161 1.456, F162 1.643
160 O 16.598 14.137 -13.510  S159 1.489
161 O 16.881 16.141 -15.008  S159 1.456
162 F 18.798 15.176 -13.933  S159 1.643
163 N 21.793 15.802 -15.586  S164 1.756, S168 1.517
164 S 20.797 17.220 -15.299  N163 1.756, O165 1.462, O166 1.450, F167 1.644, S168 2.461
165 O 21.136 18.340 -16.176  S164 1.462
166 O 20.269 17.530 -13.985  S164 1.450
167 F 19.500 16.583 -16.084  S164 1.644
168 S 22.706 15.964 -14.386  N163 1.517, S164 2.461, O169 1.438, O170 1.452, F171 1.615
169 O 22.181 15.458 -13.146  S168 1.438
170 O 23.578 17.125 -14.353  S168 1.452
171 F 23.650 14.758 -14.899  S168 1.615
172 N 11.887 15.084 -13.704  S173 1.730, S177 1.434
173 S 11.039 15.913 -12.444  N172 1.730, O174 1.457, O175 1.461, F176 1.595, S177 2.346
174 O 10.873 17.352 -12.594  S173 1.457
175 O 11.147 15.366 -11.094  S173 1.461
176 F 9.543 15.452 -12.748  S173 1.595
177 S 13.164 15.123 -13.050  N172 1.434, S173 2.346, O178 1.498, O179 1.460, F180 1.674
178 O 13.505 13.871 -12.304  S177 1.498
179 O 13.775 16.380 -12.630  S177 1.460
180 F 14.232 14.828 -14.305  S177 1.674

Values from the calculation:
Spin multiplicity: 2
Strongest force on any atom, eV Å⁻¹: 14.373
Charge: +5
LUMO level (alpha / beta), eV: -13.8 / -14.9
Orbital gap (alpha / beta), eV: 4.5 / 3.4
HOMO level (alpha / beta), eV: -18.29 / -18.29

Löwdin population analysis, charges in e, atoms 1 to 6:
1. C 0.038
2. C -0.291
3. O 0.118
4. N 0.104
5. H 0.160
6. H 0.178